(1)
15
Properties=species:S:1:pos:R:3:mulliken_charge:R:1 method="wB97M-V/def2-TZVPD" charge=+1 max_force_ev_per_a=4.01 spin_multiplicity=1 homo_lumo_gap_ev="8.5 / 7.6" e_homo_ev="-14.195 / -14.369"
C 0.0550 -1.3898 -0.2843 -0.179
C 1.0664 -1.4023 0.5611 -0.209
C -0.5831 1.0747 0.1116 0.777
C -0.4177 -0.2038 -0.9131 -0.682
N 0.2399 1.3445 1.0217 -0.416
N -1.8623 1.4789 -0.0334 -0.363
N 1.8538 -0.2700 0.6648 -0.217
Cl 2.6752 0.4832 -0.6283 0.096
H -0.5361 -2.2174 -0.2308 0.431
H 1.3430 -2.1409 1.4464 0.291
H 0.2686 0.3140 -1.6609 0.316
H -1.3190 -0.5010 -1.3896 0.344
H -2.4402 1.4403 -0.8585 0.225
H -2.4387 2.0113 0.5613 0.212
H 2.0951 -0.0218 1.6320 0.375


(2)
83
Properties=species:S:1:pos:R:3:mulliken_charge:R:1 method="wB97M-V/def2-TZVPD" charge=+1 max_force_ev_per_a=0.81 spin_multiplicity=1 homo_lumo_gap_ev=9.6 e_homo_ev=-11.658
C 3.7412 -2.7355 1.2079 -1.620
C 2.8123 -2.1651 0.1375 0.310
C 2.8126 -3.0116 -1.1548 -0.437
C 2.7304 -2.1962 -2.4486 -0.832
N 1.3475 -2.0918 -2.9981 -0.265
C 0.4823 -1.4435 -2.1520 -0.224
N 0.4968 -0.1323 -1.9015 0.348
C -0.4879 0.1979 -0.9855 -0.632
C -0.6496 1.6134 -0.5463 1.110
C -2.0171 1.9501 0.0174 0.271
C -2.1745 2.1640 1.5071 -0.789
N -2.9581 2.0812 -0.8197 -0.744
C -1.1069 -0.9625 -0.6533 -0.078
C -2.1923 -1.3019 0.3114 1.486
C -1.8510 -2.5923 1.0876 -1.025
C -3.0056 -3.5938 1.1090 -0.957
C -3.1239 -4.1875 -0.2892 0.563
O -2.1676 -4.3322 -1.0192 -0.688
O -4.3663 -4.5324 -0.6536 -0.371
C -4.8769 -3.9222 -1.8776 0.028
C -6.3264 -3.5027 -1.6496 -1.140
N -0.4959 -1.9608 -1.4113 0.318
H 3.4198 -3.7306 1.5197 0.361
H 3.7597 -2.1015 2.0952 0.390
H 4.7625 -2.8165 0.8315 0.418
H 1.8032 -2.1245 0.5614 -0.048
H 3.1153 -1.1366 -0.0801 0.164
H 3.7076 -3.6361 -1.1651 0.492
H 1.9582 -3.6956 -1.1044 0.227
H 3.3416 -2.6443 -3.2300 0.428
H 3.0713 -1.1763 -2.2704 0.191
H 0.9844 -3.0180 -3.1967 0.436
H 1.1400 0.5206 -2.3348 0.007
H -0.5136 2.2536 -1.4233 0.612
H 0.1308 1.8703 0.1755 -0.755
H -2.5254 3.1715 1.7228 0.468
H -1.2304 1.9695 2.0165 -0.342
H -2.9035 1.4410 1.8855 0.563
H -3.8311 2.3344 -0.3553 0.342
H -2.2862 -0.4913 1.0294 -0.943
H -3.1323 -1.3973 -0.2403 0.233
H -1.5325 -2.3474 2.1005 0.616
H -1.0096 -3.1234 0.6508 0.183
H -3.9563 -3.1427 1.3882 0.318
H -2.7715 -4.4030 1.8059 0.408
H -4.2455 -3.0675 -2.1220 0.113
H -4.7968 -4.6640 -2.6691 0.370
H -6.6502 -3.8474 -0.6690 0.308
H -6.4391 -2.4197 -1.7022 0.319
H -6.9801 -3.9309 -2.4069 0.323
H -0.7470 -2.9485 -1.3822 0.401
C 2.2661 2.9463 1.8215 0.532
O 1.0643 2.7232 1.9971 -0.500
N 3.1101 3.1359 2.8672 -0.429
N 2.8180 3.0351 0.5830 -0.175
H 4.0878 3.3305 2.7592 0.147
H 2.7248 3.0929 3.7921 0.215
H 2.2236 2.9529 -0.2241 0.157
H 3.7883 3.2396 0.4380 0.148
C -0.0245 6.0409 0.2968 0.410
O -0.0799 7.0778 -0.3304 -0.666
N -0.5104 4.8536 -0.1951 -0.139
N 0.5233 5.9469 1.5491 -0.277
H -0.4692 3.9901 0.3100 0.044
H -0.9284 4.8772 -1.1072 0.189
H 0.8822 6.7897 1.9567 0.206
H 0.5574 5.0881 2.0689 0.124
C -0.5265 -0.3768 4.9003 0.386
O -0.3917 -1.0787 5.8803 -0.651
N -1.5131 -0.6145 3.9684 -0.359
N 0.2854 0.6920 4.6305 -0.266
H -1.6438 -0.0461 3.1547 0.154
H -2.1276 -1.3869 4.1436 0.185
H 1.0045 0.8792 5.3036 0.178
H 0.2026 1.2868 3.8243 0.159
C 3.4451 2.1614 -3.5886 0.709
O 2.4540 2.3777 -2.8934 -0.647
N 3.3859 1.4049 -4.7193 -0.407
N 4.6653 2.6762 -3.2820 -0.406
H 4.1783 1.2342 -5.3097 0.165
H 2.4912 1.0452 -4.9952 0.220
H 4.7294 3.2665 -2.4746 0.197
H 5.4826 2.5330 -3.8450 0.161


(3)
106
Properties=species:S:1:pos:R:3:mulliken_charge:R:1 method="wB97M-V/def2-TZVPD" charge=-2 max_force_ev_per_a=0.63 spin_multiplicity=1 homo_lumo_gap_ev=6.1 e_homo_ev=-1.878
Ag -0.3081 0.0561 0.8506 -0.052
O -2.0611 -0.0089 -0.4513 0.877
C -2.5969 0.2201 -1.6462 1.458
C -1.9301 -0.7101 -2.7577 -1.562
C -0.5111 -0.3625 -3.0813 0.107
C -0.1954 0.2460 -4.2978 -0.388
C 1.1127 0.6077 -4.5628 -1.095
C 2.0761 0.3464 -3.6098 -0.280
C 1.7034 -0.3039 -2.4306 0.133
C 2.7540 -0.5945 -1.4020 -1.628
C 2.8558 0.5136 -0.2704 1.568
O 1.8910 0.3885 0.6636 0.317
C 2.8221 1.8907 -0.9729 -0.448
C 3.9490 2.4782 -1.5413 0.044
C 3.8635 3.7122 -2.1746 -0.973
C 2.6446 4.3715 -2.2559 -0.521
C 1.5120 3.7875 -1.7012 -0.998
C 1.6063 2.5617 -1.0603 0.220
C 4.1903 0.3589 0.4927 -0.306
C 4.4707 1.3189 1.4700 -0.092
C 5.5668 1.2025 2.3039 -0.749
C 6.4204 0.1082 2.1902 -0.458
C 6.1539 -0.8529 1.2303 -0.929
C 5.0524 -0.7265 0.3878 -0.434
N 0.4418 -0.6628 -2.1866 0.017
C -4.1111 -0.1584 -1.6204 -0.085
C -4.9519 -0.1161 -2.7301 -0.061
C -6.2821 -0.5019 -2.6276 -0.970
C -6.7967 -0.9251 -1.4089 -0.425
C -5.9702 -0.9426 -0.2922 -1.037
C -4.6403 -0.5608 -0.3976 -0.595
C -2.5580 1.7246 -2.0026 -0.213
C -2.6296 2.2631 -3.2827 0.091
C -2.5948 3.6388 -3.4831 -1.058
C -2.5082 4.5023 -2.4027 -0.597
C -2.4580 3.9765 -1.1160 -0.852
C -2.4748 2.6043 -0.9230 -0.201
H -2.5291 -0.7347 -3.6714 0.585
H -1.9684 -1.6914 -2.2839 0.617
H -0.9667 0.4145 -5.0374 0.315
H 1.3751 1.0905 -5.4975 0.383
H 3.1083 0.6352 -3.7629 0.372
H 3.7181 -0.6815 -1.9110 0.575
H 2.5188 -1.5209 -0.8764 0.495
H 4.9039 1.9663 -1.4859 0.421
H 4.7535 4.1634 -2.6010 0.347
H 2.5809 5.3375 -2.7446 0.401
H 0.5500 4.2830 -1.7750 0.391
H 0.7312 2.0954 -0.6201 0.395
H 3.7903 2.1558 1.5744 0.393
H 5.7516 1.9583 3.0598 0.353
H 7.2766 0.0069 2.8473 0.370
H 6.8061 -1.7149 1.1362 0.380
H 4.8740 -1.4994 -0.3494 0.340
H -4.5792 0.2326 -3.6876 0.207
H -6.9212 -0.4730 -3.5049 0.380
H -7.8334 -1.2357 -1.3349 0.352
H -6.3551 -1.2589 0.6707 0.481
H -3.9745 -0.5649 0.4596 0.663
H -2.7194 1.6150 -4.1434 0.353
H -2.6243 4.0372 -4.4921 0.360
H -2.4843 5.5750 -2.5609 0.360
H -2.4016 4.6453 -0.2638 0.424
H -2.4123 2.1672 0.0677 0.532
O -1.0058 6.6220 3.7976 -0.550
C 0.3087 6.1162 3.6246 -0.468
N 0.3557 4.6839 3.5957 0.083
C 1.1466 3.9670 4.4688 0.266
O 1.6730 4.4967 5.4366 -0.718
C 1.2994 2.5322 4.1566 0.437
C 2.4158 1.8591 4.6593 -0.535
C 2.6094 0.5375 4.3174 -1.228
C 1.6744 -0.0855 3.4996 -0.437
N 0.5841 0.5314 3.0596 1.216
C 0.4076 1.8021 3.3734 -1.281
H -1.4040 6.1397 4.5300 0.318
H 0.9608 6.4344 4.4359 0.337
H 0.6576 6.5351 2.6800 0.313
H 0.0471 4.2152 2.7585 0.069
H 3.1074 2.4017 5.2906 0.454
H 3.4848 -0.0008 4.6568 0.434
H 1.7919 -1.1181 3.1927 0.614
H -0.5115 2.2412 2.9911 0.749
C 1.8138 -4.9550 3.7426 -1.601
C 0.6593 -4.0068 3.5234 0.999
C 0.2607 -3.1225 4.5175 -0.885
C -0.7822 -2.2243 4.3083 1.264
C -1.2030 -1.2664 5.3910 -1.860
C -1.4447 -2.2114 3.0812 1.084
C -1.0627 -3.0979 2.0720 1.087
C -1.7573 -3.0735 0.7357 -1.316
C -0.0158 -3.9842 2.3085 -1.240
C -2.5831 -1.2044 2.8571 -0.688
O -3.7348 -1.6246 3.0866 -0.833
O -2.2190 -0.0834 2.4340 -0.544
H 2.1098 -4.9716 4.7925 0.369
H 2.6806 -4.6491 3.1504 0.286
H 1.5512 -5.9717 3.4415 0.366
H 0.7799 -3.1221 5.4731 0.210
H -0.4710 -1.2372 6.2011 0.299
H -2.1716 -1.5642 5.8002 0.447
H -1.3207 -0.2643 4.9755 0.263
H -2.8175 -2.8518 0.8602 0.301
H -1.6432 -4.0262 0.2151 0.518
H -1.3455 -2.2754 0.1101 -0.010
H 0.2844 -4.6734 1.5230 0.341